A.
19
Properties=species:S:1:pos:R:3 method="wB97M-V/def2-TZVPD" orbital_gap_ev=8.252 e_lumo_ev=0.2 molar_mass_g_mol=117.15 charge=0
O 1.62517 -0.40769 1.00825
N -0.22964 2.69241 -0.02179
N 0.33126 0.15149 0.79260
N 1.87727 2.18739 -0.81209
C 0.14998 0.29735 -0.63196
C -1.22009 -2.13241 0.67872
C -1.23825 -2.07447 -0.71318
C 0.74015 1.79692 -0.41317
H 0.12952 3.61619 0.16986
H -2.17675 -2.13505 1.19085
H 1.99265 0.11914 1.73010
H -0.52870 -2.84819 1.12193
H -0.46120 -0.92575 1.03977
H 0.82354 -0.26021 -1.27712
H -0.88429 0.42095 -0.93089
H 2.50428 1.43142 -1.06664
H -2.12822 -1.76842 -1.24297
H -0.86898 2.34209 0.67594
H -0.43770 -2.50316 -1.29822



B.
19
Properties=species:S:1:pos:R:3 method="wB97M-V/def2-TZVPD" orbital_gap_ev=10.099 smiles="CNCCNC(N)=O" e_lumo_ev=0.7 molar_mass_g_mol=117.15 charge=0
O -3.26486 -1.29646 -0.66358
N 0.79843 0.78750 1.38386
N -1.17007 -2.01362 -1.18531
N -1.55553 0.23729 -0.36709
C 1.92839 -0.12647 1.28965
C 0.52438 1.49588 0.11689
C -2.05490 -0.99922 -0.71483
C -0.26029 0.65904 -0.90450
H 1.53064 2.10498 -0.17508
H -0.48717 0.89059 -1.93434
H 0.41144 -0.20354 -1.09716
H 1.26002 1.42514 2.03454
H 1.48325 -1.26679 1.13064
H -1.63400 -2.83823 -1.43467
H 2.41784 -0.04581 2.37100
H 2.80627 0.27915 0.47763
H -0.34886 -2.33070 -0.64752
H -2.15159 0.88070 0.12111
H -0.23342 2.36058 0.19877



Energies relative to the most stable structure, in kJ/mol: A 336.5; B 0.0.



A.
19
Properties=species:S:1:pos:R:3 method="wB97M-V/def2-TZVPD" orbital_gap_ev=9.915 smiles="CC(=O)N(N)N(C)C" e_lumo_ev=0.9 molar_mass_g_mol=117.15 charge=0
O 0.72813 -1.72522 0.02355
N 0.75051 1.77970 -0.02299
N 0.28407 0.46552 -0.02644
N -1.17564 0.24069 -0.00419
C 1.14411 -0.58161 -0.02082
C 2.60476 -0.20793 0.00888
C -1.64557 -0.40114 1.21018
C -1.65522 -0.41663 -1.20663
H -1.23363 0.08579 -2.07636
H -2.74001 -0.31055 -1.23359
H 2.83864 0.44944 -0.82415
H 2.82886 0.32164 0.93116
H -1.21382 0.10743 2.07131
H -1.39472 -1.47897 -1.24310
H 0.39047 2.27523 -0.83651
H 0.41442 2.26628 0.80641
H -1.39452 -1.46529 1.25634
H 3.19878 -1.11504 -0.05873
H -2.72961 -0.28936 1.24570



B.
19
Properties=species:S:1:pos:R:3 method="wB97M-V/def2-TZVPD" orbital_gap_ev=8.663 smiles="C=C([O-])[NH2+]CC(N)N" e_lumo_ev=0.7 molar_mass_g_mol=117.15 charge=0
O 2.06841 -1.34486 1.04647
N 0.67278 -0.24495 -0.63784
N -2.47672 0.86113 1.14051
N -0.54845 2.06571 0.31231
C 2.00056 -1.18211 -0.13949
C -1.37939 0.88231 0.17705
C 2.33677 -1.77813 -1.33520
C -0.46241 -0.34912 0.26920
H -1.10841 2.90266 0.19956
H 3.07769 -2.56499 -1.30665
H -0.06406 -0.43782 1.28984
H -0.12905 2.09629 1.23758
H -3.13921 0.12196 0.93407
H -2.12432 0.71115 2.08189
H 0.95083 0.73423 -0.71663
H 2.43763 -1.17539 -2.22731
H -1.83147 0.91654 -0.82058
H -1.02158 -1.26159 0.05207
H 0.74040 -0.95304 -1.55686



C.
19
Properties=species:S:1:pos:R:3 method="wB97M-V/def2-TZVPD" orbital_gap_ev=9.439 smiles="NCCNCC(N)=O" e_lumo_ev=0.8 molar_mass_g_mol=117.15 charge=0
O 1.46959 -1.94396 1.66028
N -0.29336 2.45848 -1.60335
N -0.51481 -2.86753 1.28245
N 0.43318 0.03486 -0.56054
C -0.54660 2.29109 -0.21306
C 0.50445 -1.99958 0.91749
C -0.16539 0.90321 0.44000
C 0.54745 -1.41963 -0.46937
H 1.56691 -1.69310 -0.76596
H -1.00888 0.34245 0.87336
H -1.57126 2.53865 0.07708
H 0.54185 1.15637 1.24702
H 0.59909 2.78555 -1.91678
H -0.65298 1.70133 -2.15805
H 1.31281 0.35163 -0.93179
H -0.18814 -1.88574 -1.15730
H -0.00921 3.02455 0.38537
H -0.74472 -2.84289 2.26336
H -1.28000 -2.93574 0.62979



D.
19
Properties=species:S:1:pos:R:3 method="wB97M-V/def2-TZVPD" orbital_gap_ev=8.537 smiles="CC(C)N(N)CN=O" e_lumo_ev=-0.3 molar_mass_g_mol=117.15 charge=0
O 2.97989 -1.61990 -1.11187
N 0.69331 0.39882 0.27462
N 1.04193 1.81579 0.24717
N 2.60714 -0.44276 -1.08836
C -0.89988 -1.02005 1.46351
C 1.11939 -0.31706 -0.94342
C -1.70787 0.22981 -0.56795
C -0.73577 0.24768 0.61751
H -1.03496 1.07972 1.27088
H -0.66475 -1.92665 0.89640
H 0.77834 0.19740 -1.85049
H 0.70892 -1.33326 -0.95988
H -1.58249 -0.66286 -1.19043
H -2.74299 0.22793 -0.20805
H -1.58026 1.11378 -1.20099
H 1.85094 1.97047 0.85808
H 1.34219 2.13864 -0.67562
H -0.24386 -0.98879 2.34127
H -1.92922 -1.10871 1.82761



Energies relative to the most stable structure, in kJ/mol: A 81.0; B 130.9; C 0.0; D 290.7.



A.
19
Properties=species:S:1:pos:R:3 method="wB97M-V/def2-TZVPD" orbital_gap_ev=7.817 e_lumo_ev=0.7 molar_mass_g_mol=117.15 charge=0
O -1.34514 -0.82144 2.03076
N -1.75414 -0.84443 -0.30329
N -0.04688 1.83871 -0.69287
N -0.93875 -1.88359 -0.38974
C 1.04908 -0.15022 0.21754
C -1.84081 -0.26341 0.86019
C 2.04070 -0.15837 -0.94575
C 0.17206 0.97891 0.34003
H -0.07481 1.36178 1.31895
H 2.64863 -1.06279 -0.90635
H -1.77697 -0.39955 2.78030
H -0.82639 2.47207 -0.61195
H -2.58318 0.51923 0.97476
H 0.07695 1.47896 -1.62683
H 1.50429 -0.40021 1.17366
H 1.53253 -0.16779 -1.91406
H -0.87664 -2.09515 -1.38872
H 2.70889 0.70634 -0.92446
H 0.33058 -1.10905 0.00783



B.
19
Properties=species:S:1:pos:R:3 method="wB97M-V/def2-TZVPD" orbital_gap_ev=7.778 e_lumo_ev=-0.2 molar_mass_g_mol=117.15 charge=0
O 0.50155 -0.71047 1.72916
N -1.36773 -1.61895 0.26819
N -1.45015 1.25073 1.32145
N -0.05648 2.32082 -0.15810
C -0.31788 1.30296 0.72488
C -0.69073 -1.81271 -0.81706
C 1.36711 -0.24458 -0.98233
C 0.78827 0.27754 0.97367
H 0.62333 2.17786 -0.88405
H -1.41340 0.53034 2.04166
H 1.78703 0.71033 1.07917
H -2.16158 -0.98798 0.23004
H 2.04651 -1.07348 -0.79272
H 0.20508 -2.40962 -0.75430
H -1.09324 -1.53439 -1.78220
H -0.73656 -1.43971 1.16365
H -0.83863 2.92529 -0.35719
H 1.95775 0.66728 -1.06651
H 0.84974 -0.33127 -1.93741



C.
19
Properties=species:S:1:pos:R:3 method="wB97M-V/def2-TZVPD" orbital_gap_ev=10.350 smiles="C=CCN(N)[C@H](N)O" e_lumo_ev=1.0 molar_mass_g_mol=117.15 charge=0
O 0.53885 1.65685 -1.10788
N 0.47683 1.99900 1.24594
N -1.77409 0.61164 1.04963
N -0.79561 0.29308 0.07093
C -0.60077 -1.15912 0.05011
C 0.49217 1.05984 0.15671
C 1.24419 -2.36574 -1.11356
C 0.18087 -1.58181 -1.15292
H 1.41265 2.33550 1.43197
H 1.77155 -2.65332 -2.00932
H -0.42483 1.42330 -1.39080
H 1.34307 0.37529 0.27930
H -1.60349 -1.59320 0.01226
H -1.33123 0.71901 1.96565
H -0.19254 -1.20578 -2.09581
H 1.65563 -2.71893 -0.17965
H -2.18922 1.50582 0.80729
H -0.11250 -1.50796 0.97168
H -0.09154 2.80654 1.00848



D.
19
Properties=species:S:1:pos:R:3 method="wB97M-V/def2-TZVPD" orbital_gap_ev=7.583 e_lumo_ev=0.6 molar_mass_g_mol=117.15 charge=0
O 1.89909 -1.85590 0.63926
N -2.07557 -0.50416 0.25908
N -0.38818 -2.04359 -0.73066
N 0.25358 -0.80735 -0.50490
C -0.50619 1.64297 -0.31453
C 2.09409 0.50825 0.64732
C 1.41167 -0.79607 0.29118
C -0.67375 0.20017 -0.69296
H 3.11890 0.26139 0.91583
H 0.24884 2.12673 -0.93590
H -0.25613 1.78273 0.73366
H -2.03524 -0.26792 1.24200
H -1.14472 0.04792 -1.66100
H 2.10228 1.21960 -0.17423
H -1.45211 2.14915 -0.50606
H 0.32597 -2.75055 -0.57384
H -1.57417 -1.61284 -0.02765
H 1.63107 0.96821 1.52139
H -2.97944 -0.26875 -0.12801



Energies relative to the most stable structure, in kJ/mol: A 150.9; B 164.6; C 0.0; D 96.1.



A.
19
Properties=species:S:1:pos:R:3 method="wB97M-V/def2-TZVPD" orbital_gap_ev=8.959 e_lumo_ev=0.9 molar_mass_g_mol=117.15 charge=0
O 1.60053 -0.47984 -0.33583
N -0.24300 -0.65346 1.97265
N -0.05248 1.56460 1.23844
N 0.59160 1.74683 -1.23857
C 0.42111 0.40350 -1.26415
C -0.75323 -0.04958 -0.37939
C -1.11827 -1.51165 -0.60081
C -0.32944 0.30646 1.03067
H -0.24038 -2.14609 -0.48559
H 0.32993 1.81136 2.14358
H -0.07877 -1.59141 1.64675
H 0.33117 2.02618 0.10377
H 0.48397 -0.12820 -2.21651
H 1.40432 2.03827 -1.77057
H 0.22643 -0.42413 2.83590
H -1.90378 -1.83553 0.08260
H -1.48823 -1.63818 -1.61753
H -1.61050 0.58932 -0.61664
H 2.42901 -0.02843 -0.52878



B.
19
Properties=species:S:1:pos:R:3 method="wB97M-V/def2-TZVPD" orbital_gap_ev=9.494 smiles="CC(N)=O.N/C=C/N" e_lumo_ev=1.0 molar_mass_g_mol=117.15 charge=0
O 0.44762 2.09775 -0.73656
N 0.96070 -2.68477 -1.34572
N 0.41337 3.27845 1.17497
N -2.11868 -0.77037 -0.41513
C -0.15703 -2.13288 -0.66820
C 0.59441 2.12598 0.46368
C -1.00184 -1.24909 -1.17669
C 1.03345 0.92347 1.26513
H 0.72662 -3.53161 -1.84870
H -2.95220 -1.20396 -0.76451
H 1.67002 -2.94131 -0.68310
H -0.32213 -2.41987 0.37064
H -2.24010 0.21058 -0.61208
H 1.94463 0.51740 0.82746
H 0.26756 0.15055 1.22275
H 0.00598 4.01214 0.62436
H 0.34274 3.30483 2.17597
H -0.87045 -0.84952 -2.17872
H 1.25531 1.16224 2.30444



C.
19
Properties=species:S:1:pos:R:3 method="wB97M-V/def2-TZVPD" orbital_gap_ev=8.773 smiles="C/C(N)=N/N.CC=O" e_lumo_ev=0.9 molar_mass_g_mol=117.15 charge=0
O 1.70941 -0.02587 -1.69017
N -0.66907 0.93639 1.08474
N 1.89008 0.44484 1.43162
N 1.07773 -0.63092 1.37501
C -0.17450 -0.35110 1.07123
C -1.16506 -1.48271 1.18743
C -0.44081 0.85627 -2.27465
C 0.49087 -0.22386 -1.80562
H 0.09475 -1.25109 -1.89769
H 2.82444 0.15275 1.72774
H 0.08579 1.60905 1.20580
H -1.51756 1.07386 1.61875
H 2.01677 0.81994 0.47781
H -2.10034 -1.21303 0.68979
H -1.36913 -1.69840 2.23887
H -1.42097 0.72253 -1.81031
H -0.54328 0.80651 -3.36042
H -0.74707 -2.37789 0.71801
H -0.04206 1.83273 -1.98795



Energies relative to the most stable structure, in kJ/mol: A 93.2; B 0.0; C 123.7.



A.
21
Properties=species:S:1:pos:R:3 method="wB97M-V/def2-TZVPD" orbital_gap_ev="11.794 / 3.216" e_lumo_ev="-7.1 / -15.5" spin_multiplicity=2 s2=0.75 molar_mass_g_mol=104.17 charge=+2
O -2.43145 -2.57848 -0.90836
N -0.51427 -0.44389 0.32795
C -0.60351 0.79032 1.38313
C 0.54597 0.04409 -0.67133
C 2.12435 -0.56083 -0.41620
C 0.37650 1.79912 0.88701
C 0.44632 1.55293 -0.58621
H 2.60809 -0.93674 -1.32099
H -0.48145 1.89204 -1.10704
H 1.97143 -1.35822 0.32318
H -1.38603 -0.63338 -0.18769
H -0.02787 2.81320 1.00788
H 2.60694 0.30561 0.03731
H 1.30530 2.04793 -1.06404
H -1.65030 0.96950 1.15460
H 1.33536 1.70145 1.44904
H -3.33967 -2.72538 -0.54555
H -0.37538 0.40093 2.36041
H -2.51419 -3.50482 -1.23748
H -0.25575 -1.30164 0.82111
H 0.25963 -0.27373 -1.70672



B.
21
Properties=species:S:1:pos:R:3 method="wB97M-V/def2-TZVPD" orbital_gap_ev="12.834 / 4.963" e_lumo_ev="-7.5 / -14.4" spin_multiplicity=2 s2=0.75 molar_mass_g_mol=104.17 charge=+2
O -2.03955 -0.80345 1.67298
N -0.91612 1.48764 0.40504
C 1.91401 0.31309 -0.14970
C 0.62866 -0.44535 -0.60829
C -0.70486 -0.80493 1.46881
C 0.35026 -0.30916 -2.03641
C -0.70369 -0.04664 0.10343
H -2.19449 -1.39968 2.45368
H -1.53133 -0.36929 -0.41764
H 1.17034 0.34463 -2.62338
H -0.30487 -1.80837 1.48438
H -1.31815 1.96680 -0.45559
H 0.33648 -1.21400 -2.50885
H -0.39094 0.36046 -2.40593
H 2.85855 -0.26721 -0.43212
H 1.99551 0.06267 0.85930
H 0.87986 -1.58309 -0.44392
H 1.82341 1.29724 -0.49870
H -0.18751 -0.18908 2.25909
H -1.61192 1.55705 1.22687
H -0.05367 1.85067 0.64695



Energies relative to the most stable structure, in kJ/mol: A 0.0; B 58.0.